(1)
# C29H59NO16

A 8-piece molecular cluster, C29H59NO16 overall in a non-equilibrium geometry (ωB97M-V/def2-TZVPD, the OMol25 dataset).

As for the LUMO energy: -0.23 eV. The multiplicity is 1. Its structure (SMILES) is C[N+](=O)[O-].CCOC(C)=O.CCOC(C)=O.CCOC(C)=O.CCOC(C)=O.CCOC(C)=O.CCOC(C)=O.CCOC(C)=O. For the energy above the lowest of the compared OMol25 structures with the same formula, charge and spin, the calculation gives 102.1 kcal per mole. As for the total energy: -2398.81540 a.u.

CARTESIAN COORDINATES (ANGSTROEM)
1 C 1.23380 0.48820 1.02017
2 N 0.06542 -0.22916 0.58684
3 O -1.01365 -0.07418 1.14277
4 O 0.03334 -1.00713 -0.36336
5 H 2.11671 0.08995 0.52021
6 H 1.46268 0.54765 2.08421
7 H 1.17196 1.55528 0.80659
8 C -2.06592 -0.51113 6.25674
9 C -1.19481 -0.89014 7.39260
10 O -0.55099 -2.12730 7.02730
11 C 0.74146 -2.13877 6.58487
12 C 1.34072 -3.52921 6.41589
13 O 1.38198 -1.15069 6.28649
14 H -2.95526 -1.09561 6.02101
15 H -1.55539 -0.39758 5.30041
16 H -2.42388 0.49810 6.46028
17 H -0.47874 -0.07043 7.45104
18 H -1.81309 -1.21259 8.23037
19 H 2.00302 -3.92626 7.18518
20 H 1.82141 -3.56954 5.43843
21 H 0.56074 -4.28303 6.30874
22 C 7.96503 -0.85135 -4.56683
23 C 7.25545 -2.13359 -5.12738
24 O 6.09217 -2.40041 -4.37766
25 C 6.13676 -2.96106 -3.20245
26 C 4.67751 -3.07423 -2.66014
27 O 7.08332 -3.38240 -2.61230
28 H 7.44054 0.07534 -4.79971
29 H 8.94351 -0.84620 -5.04709
30 H 7.94162 -0.79189 -3.47870
31 H 6.94151 -1.98998 -6.16126
32 H 7.91454 -3.00126 -5.09803
33 H 4.70159 -3.33659 -1.60247
34 H 4.26615 -3.88971 -3.25502
35 H 4.09762 -2.18940 -2.92268
36 C 2.38185 6.09641 6.09997
37 C 1.38585 5.08376 5.34710
38 O 1.06673 5.49513 4.00616
39 C 0.40725 6.59616 3.59134
40 C 0.02417 6.35968 2.14442
41 O 0.08801 7.59800 4.19676
42 H 3.30024 6.24404 5.53176
43 H 2.61775 5.69627 7.08604
44 H 1.88604 7.04757 6.29381
45 H 1.88471 4.12412 5.21165
46 H 0.41303 4.85694 5.78329
47 H 0.19140 5.29994 1.95187
48 H 0.70006 6.84685 1.44161
49 H -1.01320 6.66847 2.01555
50 C 6.19052 3.38966 0.76380
51 C 7.30409 2.50246 1.28780
52 O 6.73829 1.51432 2.23030
53 C 7.46796 0.48961 2.56926
54 C 6.68611 -0.69875 3.12710
55 O 8.66535 0.42377 2.27841
56 H 5.65723 4.05017 1.44750
57 H 5.47178 2.80027 0.19447
58 H 6.58904 4.07051 0.01166
59 H 7.83559 1.98176 0.49126
60 H 7.98376 3.19490 1.78446
61 H 5.70754 -0.46827 3.54827
62 H 7.14999 -1.12248 4.01781
63 H 6.43188 -1.36766 2.30490
64 C 0.18857 0.04883 -5.69045
65 C 1.48207 0.66737 -5.89447
66 O 1.32181 2.04270 -5.62021
67 C 2.27879 2.80995 -5.24840
68 C 1.90080 4.26698 -4.91889
69 O 3.45214 2.44682 -5.09239
70 H -0.30209 0.05697 -4.71716
71 H 0.23728 -1.00756 -5.95461
72 H -0.59106 0.35975 -6.38586
73 H 2.16815 0.17293 -5.20677
74 H 1.83828 0.41612 -6.89352
75 H 1.19773 4.46642 -5.72760
76 H 2.76968 4.91871 -5.01056
77 H 1.39785 4.48183 -3.97604
78 C -8.07911 0.73318 -0.23211
79 C -8.85968 1.90732 0.29777
80 O -10.24245 1.77630 -0.27220
81 C -11.24431 2.32781 0.43730
82 C -12.55082 1.89016 -0.12508
83 O -11.15263 3.12404 1.44953
84 H -7.48992 0.89565 -1.13464
85 H -8.65692 -0.13786 -0.54117
86 H -7.42293 0.29203 0.51818
87 H -9.03567 1.75874 1.36316
88 H -8.51705 2.94141 0.26095
89 H -12.83793 0.94134 0.32812
90 H -12.51711 1.64767 -1.18724
91 H -13.33972 2.61545 0.07411
92 C -3.73596 -6.26768 -3.20742
93 C -4.83092 -6.29350 -4.22845
94 O -5.62316 -7.45251 -4.01193
95 C -6.91574 -7.35688 -4.21022
96 C -7.71366 -8.66337 -4.06963
97 O -7.46457 -6.36664 -4.65634
98 H -4.12572 -6.49559 -2.21533
99 H -3.22827 -5.30315 -3.21302
100 H -3.01025 -7.04800 -3.43662
101 H -5.44721 -5.39530 -4.18957
102 H -4.40706 -6.25729 -5.23201
103 H -7.76745 -9.05754 -5.08444
104 H -8.68264 -8.56209 -3.58083
105 H -6.99344 -9.30878 -3.56681


(2)
# C29H59O22

A 8-piece molecular cluster, C29H59O22 overall in a non-equilibrium geometry (ωB97M-V/def2-TZVPD, the OMol25 dataset).

As for the LUMO energy: 2.01 eV. As for the charge: -1. The multiplicity is 1. For the energy above the lowest of the compared OMol25 structures with the same formula, charge and spin, the calculation gives 117.7 kcal per mole. As for the total energy: -2795.52469 a.u.

CARTESIAN COORDINATES (ANGSTROEM)
1 C -0.28832 1.27077 -0.07912
2 O 0.23914 0.30436 0.84821
3 H 0.42999 2.07454 -0.24058
4 H -0.53330 0.77873 -1.02039
5 H -1.20805 1.67776 0.34107
6 C -3.54993 -8.38309 3.61806
7 C -2.43723 -7.53366 3.04376
8 O -2.84902 -6.67529 1.94338
9 C -1.91604 -6.04837 1.23889
10 O -0.69527 -6.03165 1.43852
11 O -2.54252 -5.57831 0.09247
12 C -1.79555 -4.93376 -0.97170
13 H -3.89768 -9.01983 2.80458
14 H -4.42782 -7.77229 3.82858
15 H -3.18116 -8.91909 4.49261
16 H -1.63281 -8.21237 2.76032
17 H -1.97366 -6.94616 3.83626
18 H -1.19111 -5.69841 -1.45960
19 H -1.06456 -4.17605 -0.68952
20 H -2.43465 -4.42928 -1.69636
21 C 6.81806 6.73774 -2.29563
22 C 6.07473 7.70248 -1.37025
23 O 4.98862 6.98654 -0.78038
24 C 5.27907 6.12762 0.28231
25 O 6.35351 5.86131 0.72455
26 O 4.19519 5.37071 0.55740
27 C 4.11661 4.61874 1.84775
28 H 7.23749 5.96121 -1.65596
29 H 7.55106 7.22833 -2.93604
30 H 6.22443 6.18663 -3.02500
31 H 5.62590 8.41205 -2.06535
32 H 6.64729 8.32702 -0.68451
33 H 4.95423 3.95554 2.06375
34 H 3.20776 4.01700 1.84341
35 H 4.07427 5.38202 2.62474
36 C -1.82696 -3.18765 9.58827
37 C -1.78598 -3.55536 8.13438
38 O -2.82047 -2.95493 7.42114
39 C -2.68452 -2.64634 6.13843
40 O -1.69060 -2.87138 5.44269
41 O -3.89158 -2.12933 5.79426
42 C -4.13104 -1.70974 4.46238
43 H -1.76545 -2.11540 9.77423
44 H -0.94829 -3.68025 10.00468
45 H -2.77615 -3.50205 10.02220
46 H -1.69016 -4.63620 8.03096
47 H -0.91150 -3.16202 7.61605
48 H -3.36261 -0.98699 4.18802
49 H -5.13269 -1.31743 4.28662
50 H -3.90255 -2.57206 3.83605
51 C -1.70570 -5.75890 -10.52074
52 C -0.43112 -5.54220 -9.69162
53 O -0.74630 -4.42222 -8.84974
54 C 0.28202 -3.74519 -8.29041
55 O 1.48437 -4.09294 -8.34984
56 O -0.18861 -2.69590 -7.66508
57 C 0.64186 -1.84106 -6.94859
58 H -1.53641 -6.43944 -11.35520
59 H -2.09142 -4.82777 -10.93584
60 H -2.50268 -6.22034 -9.93766
61 H 0.39666 -5.42375 -10.39080
62 H -0.13294 -6.32104 -8.98979
63 H 1.11454 -2.25885 -6.05970
64 H -0.05164 -1.08076 -6.58930
65 H 1.27500 -1.29092 -7.64471
66 C 5.72489 -6.32065 -4.16775
67 C 4.75687 -5.45896 -3.31490
68 O 5.15261 -4.08796 -3.54637
69 C 4.98304 -3.15519 -2.64109
70 O 4.50078 -3.29199 -1.50911
71 O 5.50454 -2.04040 -3.13925
72 C 5.52240 -0.82235 -2.44043
73 H 5.60542 -6.01477 -5.20711
74 H 5.65468 -7.40691 -4.11110
75 H 6.73741 -5.97800 -3.95445
76 H 4.87286 -5.64705 -2.24753
77 H 3.76643 -5.78025 -3.63724
78 H 5.98856 -1.16801 -1.51776
79 H 4.49480 -0.57180 -2.17707
80 H 6.05569 0.04303 -2.83390
81 C -5.29542 6.26843 -1.97495
82 C -5.12936 7.73112 -2.31259
83 O -4.92103 8.07733 -3.66803
84 C -5.39720 9.32238 -4.19373
85 O -6.30741 9.94492 -3.69102
86 O -4.72394 9.64675 -5.30546
87 C -5.11352 10.88187 -5.95471
88 H -4.51271 5.73625 -2.51556
89 H -6.22623 5.89705 -2.40362
90 H -5.31010 6.01537 -0.91484
91 H -4.14928 8.09481 -2.00393
92 H -5.96172 8.27568 -1.86681
93 H -5.13589 11.76426 -5.31518
94 H -6.10560 10.67918 -6.35818
95 H -4.42281 11.11537 -6.76496
96 C -2.33592 3.49832 6.75685
97 C -1.02154 2.99646 6.01759
98 O 0.00603 2.94921 6.96449
99 C 0.63959 1.84060 7.23389
100 O 0.72692 0.88801 6.47422
101 O 1.18613 1.85631 8.49421
102 C 1.75900 0.67825 9.00363
103 H -2.44225 3.07658 7.75632
104 H -3.08373 3.07435 6.08668
105 H -2.51624 4.57329 6.76240
106 H -0.79295 3.77840 5.29341
107 H -1.31291 2.08003 5.50438
108 H 2.62066 0.29578 8.45649
109 H 0.93749 -0.02362 9.14707
110 H 2.13519 1.05342 9.95539


| no. | HOMO-LUMO gap (eV) |
| --- | --- |
| 1 | 9.906 |
| 2 | 3.644 |